{"formula": "C48H120F2N9O20S2Sn", "method": "the ωB97M-V functional and the def2-TZVPD basis", "symbols": ["Sn", "N", "S", "O", "O", "F", "S", "O", "O", "F", "C", "O", "C", "C", "N", "C", "C", "O", "C", "H", "H", "H", "H", "H", "H", "H", "H", "H", "H", "H", "H", "H", "H", "H", "C", "O", "C", "C", "N", "C", "C", "O", "C", "H", "H", "H", "H", "H", "H", "H", "H", "H", "H", "H", "H", "H", "H", "H", "C", "O", "C", "C", "N", "C", "C", "O", "C", "H", "H", "H", "H", "H", "H", "H", "H", "H", "H", "H", "H", "H", "H", "H", "C", "O", "C", "C", "N", "C", "C", "O", "C", "H", "H", "H", "H", "H", "H", "H", "H", "H", "H", "H", "H", "H", "H", "H", "C", "O", "C", "C", "N", "C", "C", "O", "C", "H", "H", "H", "H", "H", "H", "H", "H", "H", "H", "H", "H", "H", "H", "H", "C", "O", "C", "C", "N", "C", "C", "O", "C", "H", "H", "H", "H", "H", "H", "H", "H", "H", "H", "H", "H", "H", "H", "H", "C", "O", "C", "C", "N", "C", "C", "O", "C", "H", "H", "H", "H", "H", "H", "H", "H", "H", "H", "H", "H", "H", "H", "H", "C", "O", "C", "C", "N", "C", "C", "O", "C", "H", "H", "H", "H", "H", "H", "H", "H", "H", "H", "H", "H", "H", "H", "H"], "positions_angstrom": [[-18.37302, -43.26867, -38.72784], [-16.46559, -40.92784, -38.67050], [-15.99062, -39.47680, -38.83829], [-16.12461, -38.91746, -40.14432], [-14.87036, -39.01377, -38.06511], [-17.17748, -38.73328, -38.09515], [-15.09020, -41.53520, -39.42347], [-13.84580, -41.37809, -38.72216], [-15.05193, -41.55368, -40.88981], [-15.47975, -43.07312, -39.05416], [-21.00678, -43.24945, -36.07418], [-20.44918, -42.11749, -36.72535], [-21.45504, -41.35757, -37.48793], [-20.99610, -40.15176, -38.33080], [-20.21860, -40.75220, -39.39897], [-19.68702, -39.73846, -40.32580], [-20.61087, -39.16016, -41.38731], [-20.73252, -40.02387, -42.57867], [-21.58179, -39.48046, -43.51172], [-21.38928, -44.01886, -36.74484], [-21.81341, -43.00440, -35.38324], [-20.24929, -43.72322, -35.44980], [-22.22294, -40.98321, -36.81096], [-22.01501, -42.09922, -38.05756], [-20.43876, -39.40813, -37.76116], [-21.83078, -39.59186, -38.75262], [-20.98103, -41.15496, -39.92489], [-18.72280, -40.04606, -40.73048], [-19.39180, -38.81880, -39.82066], [-20.13454, -38.26223, -41.78090], [-21.59674, -38.90196, -41.00068], [-21.40271, -39.95938, -44.47435], [-21.51148, -38.41301, -43.72081], [-22.61147, -39.65187, -43.19794], [-11.18061, -48.65360, -40.21071], [-10.33426, -47.61494, -39.70597], [-10.15704, -47.85479, -38.29660], [-9.38264, -46.71921, -37.60540], [-10.00036, -45.44994, -37.84640], [-9.26673, -44.33458, -37.20608], [-10.01036, -43.00880, -37.48835], [-9.65020, -42.45203, -38.76553], [-10.35822, -41.26419, -39.03359], [-11.23016, -48.73300, -41.29668], [-12.20533, -48.58966, -39.84471], [-10.79184, -49.61507, -39.87525], [-9.66970, -48.81714, -38.14019], [-11.15929, -47.91590, -37.87250], [-8.34838, -46.86715, -37.91608], [-9.21353, -46.89787, -36.54352], [-10.00897, -45.39664, -38.85495], [-8.22819, -44.19261, -37.50505], [-9.33914, -44.32135, -36.11857], [-9.82759, -42.27315, -36.70509], [-11.08240, -43.19653, -37.54830], [-10.17090, -40.45600, -38.32659], [-11.43399, -41.42906, -38.97328], [-10.14126, -41.01237, -40.07167], [-21.02856, -29.88865, -37.07177], [-20.44213, -30.95003, -36.36431], [-21.29320, -31.69146, -35.45734], [-20.54881, -32.93092, -34.76678], [-19.87521, -33.75942, -35.76011], [-19.25697, -34.92302, -35.08856], [-18.39647, -35.71263, -36.15728], [-17.15782, -35.03229, -36.35228], [-16.45033, -35.72644, -37.33641], [-21.73497, -30.31295, -37.78525], [-20.23210, -29.29410, -37.51925], [-21.59944, -29.21950, -36.42800], [-22.18660, -32.04727, -35.97051], [-21.56046, -30.93118, -34.72342], [-21.30542, -33.47298, -34.19951], [-19.75978, -32.54003, -34.12434], [-19.11785, -33.14791, -36.02948], [-20.04332, -35.54686, -34.66360], [-18.64657, -34.61211, -34.24072], [-18.93680, -35.81146, -37.09875], [-18.32811, -36.71686, -35.73900], [-16.98332, -35.79815, -38.28450], [-16.29031, -36.77066, -37.06791], [-15.43332, -35.34252, -37.41645], [-20.39903, -39.04229, -34.47211], [-19.32096, -39.65714, -33.74895], [-18.89667, -40.88001, -34.32165], [-18.05992, -40.68999, -35.63683], [-17.25693, -41.80011, -36.21385], [-16.20959, -42.29952, -35.27847], [-15.52698, -43.58364, -35.97466], [-16.48372, -44.53971, -36.42942], [-15.92294, -45.75291, -36.81650], [-21.03502, -39.74147, -35.01503], [-19.93360, -38.34609, -35.16981], [-21.03948, -38.52197, -33.75995], [-19.70693, -41.60867, -34.34710], [-18.17090, -41.18161, -33.56641], [-17.33451, -39.88031, -35.55744], [-18.70219, -40.24623, -36.39752], [-16.75869, -41.51521, -37.04493], [-16.54994, -42.62852, -34.29662], [-15.49168, -41.48074, -35.23066], [-14.92213, -44.05434, -35.19962], [-14.85604, -43.26832, -36.77372], [-16.65670, -46.51796, -37.07023], [-15.19439, -46.08332, -36.07613], [-15.32998, -45.60715, -37.71942], [-13.72405, -45.20975, -40.09803], [-13.28308, -44.18866, -41.03118], [-11.91459, -43.96517, -40.93372], [-11.52000, -42.74243, -41.85662], [-12.00737, -42.71837, -43.26519], [-11.89289, -41.40441, -43.87858], [-12.28966, -41.42099, -45.37459], [-13.67358, -41.87994, -45.57912], [-14.11303, -41.88618, -46.97288], [-13.57499, -44.97386, -39.04435], [-13.21898, -46.16579, -40.23589], [-14.78051, -45.35890, -40.32103], [-11.48445, -44.89951, -41.29440], [-11.63305, -43.84158, -39.88799], [-10.43951, -42.67083, -41.98116], [-11.92882, -41.86261, -41.35976], [-11.39231, -43.35683, -43.74910], [-10.92764, -40.90180, -43.81716], [-12.54799, -40.73099, -43.32590], [-11.55468, -42.05447, -45.87118], [-12.13122, -40.45179, -45.84751], [-13.49667, -42.54000, -47.58991], [-14.12725, -40.93597, -47.50672], [-15.15317, -42.21206, -46.97576], [-5.40455, -42.66054, -30.91200], [-5.73718, -41.95024, -32.11080], [-7.07964, -41.67513, -32.28956], [-7.12808, -40.95244, -33.65345], [-8.42924, -40.32338, -33.82993], [-8.63652, -39.81955, -35.19646], [-10.05739, -39.28902, -35.52480], [-11.01533, -40.37625, -35.52879], [-12.31002, -39.87448, -35.80092], [-4.32870, -42.79889, -30.80472], [-5.86459, -43.63820, -30.76832], [-5.80279, -42.05644, -30.09679], [-7.28556, -40.99800, -31.46059], [-7.67078, -42.59066, -32.31116], [-6.84583, -41.72360, -34.37020], [-6.32923, -40.21801, -33.75617], [-9.15173, -40.97384, -33.55605], [-8.42890, -40.56425, -35.96484], [-7.95361, -38.97098, -35.23731], [-10.07896, -38.88495, -36.53690], [-10.45856, -38.54052, -34.84150], [-12.34390, -39.28031, -36.71410], [-12.67514, -39.20607, -35.02116], [-12.99148, -40.72519, -35.80021], [-15.73664, -39.65609, -43.62298], [-16.34658, -40.92138, -43.67989], [-17.71793, -40.95224, -44.08957], [-18.36301, -42.29148, -44.18812], [-17.62152, -43.09278, -45.10359], [-18.03657, -44.50569, -45.06822], [-17.25759, -45.21027, -46.21762], [-15.86865, -45.26888, -45.88493], [-15.17625, -45.94790, -46.94140], [-15.72178, -39.22872, -44.62559], [-14.70069, -39.73219, -43.29267], [-16.31000, -38.97236, -42.99698], [-17.84339, -40.42560, -45.03562], [-18.34014, -40.45247, -43.34717], [-19.39244, -42.21379, -44.53787], [-18.51079, -42.62909, -43.16231], [-17.96849, -42.69911, -45.96657], [-19.11722, -44.54452, -45.20525], [-17.86822, -44.94777, -44.08622], [-17.41756, -44.77501, -47.20407], [-17.75625, -46.17749, -46.28011], [-15.61586, -45.78280, -47.92506], [-15.35295, -47.00068, -46.72109], [-14.12387, -45.66687, -46.98182], [-20.89437, -32.91535, -39.10542], [-20.85254, -33.50263, -40.44638], [-20.87209, -34.93030, -40.42778], [-19.48771, -35.54742, -40.32849], [-18.69924, -35.62612, -41.56833], [-17.43394, -36.33108, -41.46919], [-16.44889, -36.16641, -42.65655], [-16.01096, -34.78294, -42.74735], [-15.21938, -34.62794, -43.87479], [-21.90119, -32.78082, -38.71006], [-20.65079, -31.86164, -39.24128], [-20.32059, -33.38881, -38.30873], [-21.35350, -35.22818, -41.35925], [-21.53143, -35.37122, -39.68015], [-19.66325, -36.51237, -39.85293], [-18.92306, -34.98069, -39.58815], [-18.52357, -34.71115, -41.95830], [-17.65333, -37.39341, -41.36230], [-16.87958, -35.92895, -40.62120], [-16.99285, -36.44035, -43.56052], [-15.70175, -36.95394, -42.55815], [-14.43359, -35.38302, -43.89714], [-14.78904, -33.63222, -43.98183], [-15.91013, -34.64815, -44.71773]], "forces_ev_per_angstrom": [[0.755, 2.295, 1.944], [1.532, -2.784, -1.473], [-0.480, 8.776, 0.755], [0.198, -1.017, -0.350], [-0.574, -1.293, -0.243], [-0.908, -0.722, 0.485], [2.860, -3.770, -3.603], [-1.578, 0.051, -0.162], [-0.980, 0.531, 3.542], [-1.012, -0.290, 0.117], [-0.133, -0.335, 0.600], [-0.086, 0.695, -1.509], [-1.082, 0.085, 1.163], [0.659, -1.298, 1.165], [0.350, 0.188, -1.031], [0.837, 1.062, -0.534], [0.524, -1.104, -1.876], [1.136, 0.201, 2.520], [-1.301, 0.112, -1.143], [-0.082, 0.096, -0.437], [-0.168, 0.387, -0.112], [0.332, 0.224, -0.189], [0.127, -0.011, 0.584], [0.123, 0.040, -0.671], [0.343, -0.286, 0.141], [-0.480, -0.249, 0.236], [0.178, -0.918, -0.538], [-0.182, -0.334, -0.453], [-0.009, -0.173, 0.859], [-0.035, 0.394, 0.328], [-0.236, -0.043, 0.085], [-0.071, -0.247, 0.104], [0.549, 0.310, 0.422], [-0.368, -0.059, -0.199], [0.405, -0.326, 0.173], [-0.201, -0.469, 0.128], [-0.473, 0.645, 0.263], [0.466, -1.609, -0.189], [0.788, 0.213, 0.665], [-1.581, 1.563, -0.841], [0.375, -0.036, -1.099], [0.307, -0.305, 0.658], [-0.447, -0.400, -0.345], [0.361, 0.703, -0.006], [-0.143, 0.301, 0.217], [0.040, -0.217, 0.085], [0.206, -0.079, -0.007], [-0.208, -0.047, 0.277], [0.488, 0.691, -0.800], [-0.905, -0.215, 0.329], [-0.079, 0.824, -0.236], [0.211, -0.316, -0.058], [0.170, -1.057, 0.121], [0.073, 0.043, 0.076], [-0.301, -0.166, 0.396], [0.519, 0.123, 0.005], [-0.271, -0.186, -0.010], [0.192, 0.364, 0.242], [-0.506, -0.348, 0.446], [0.778, -1.362, 0.642], [1.047, 0.178, 0.008], [-0.394, 2.059, -1.282], [-0.293, -0.403, 0.649], [0.379, 0.165, -1.908], [-0.956, 1.235, 1.965], [-1.094, -0.717, 0.207], [1.012, -0.856, -0.068], [0.010, 0.305, -0.491], [-0.091, -0.299, -0.228], [-0.081, 0.103, 0.323], [-0.103, -0.070, -0.174], [-0.441, -0.393, 0.533], [0.094, -0.087, 0.019], [-0.305, 0.220, 0.676], [0.329, -0.131, -0.669], [-0.120, -0.198, -0.265], [0.453, -0.068, 0.058], [-0.186, 0.253, -0.176], [0.878, -0.363, -0.053], [0.038, 0.545, -0.277], [-0.106, -0.220, 0.425], [-0.287, 0.497, -0.304], [0.692, 0.231, 0.354], [-0.991, -0.269, -0.953], [2.092, 0.243, 0.572], [-0.286, 0.876, -0.783], [-1.428, -1.424, 0.985], [0.014, -1.938, -2.174], [-0.160, 1.161, 1.101], [-1.490, 1.374, 0.021], [1.509, -0.399, -0.769], [0.131, -0.363, -0.023], [-0.401, 0.259, -0.195], [0.208, 0.132, -0.023], [0.014, 0.023, -0.438], [-0.086, -0.610, 0.039], [0.073, 0.316, 1.047], [-0.234, -0.557, -0.324], [-0.070, 0.679, 0.238], [-0.376, 0.414, -0.192], [0.424, -0.258, 0.496], [0.170, -0.090, 0.024], [-0.059, -0.038, -0.184], [-0.277, 0.226, 0.534], [-0.264, -0.407, 0.265], [0.155, 0.029, -0.287], [0.161, 0.570, -1.241], [-1.815, -0.739, 1.504], [0.483, 0.100, -1.798], [-0.463, -0.225, -0.063], [0.060, -0.598, 0.762], [-1.304, 0.239, -0.448], [-0.953, -0.589, 0.197], [1.184, 0.808, -1.038], [0.309, -0.152, 1.031], [0.072, 0.555, 0.106], [0.280, -0.091, -0.378], [-0.035, 0.022, 0.138], [0.862, -0.058, -0.055], [0.383, 0.490, 0.024], [0.323, 0.081, 1.057], [0.171, 0.156, -0.042], [-0.135, -0.191, -0.429], [0.661, -0.227, -0.029], [-0.328, -0.005, -0.012], [-0.170, -0.607, -0.312], [-0.235, 0.392, 0.246], [0.047, -0.352, 0.115], [0.352, 0.609, 0.496], [0.161, -0.338, 0.263], [-0.704, 0.828, 0.088], [2.256, -1.879, 0.141], [0.788, 1.348, -0.368], [-0.410, -0.327, 0.732], [-0.311, -0.088, -0.524], [-1.013, 0.518, 0.727], [-0.185, -1.137, 0.335], [0.371, 0.441, 0.157], [0.077, -0.137, 0.418], [-0.090, 0.358, -0.328], [-0.268, -0.242, -0.649], [0.292, 0.095, 0.476], [-1.206, 0.059, 0.031], [-0.397, -0.005, 0.188], [-0.361, -0.221, -0.572], [-0.058, 0.210, 0.451], [-0.220, -0.101, -0.182], [0.399, -0.099, -0.177], [0.093, 0.002, -0.674], [0.349, 0.313, -0.116], [0.433, 0.233, 0.247], [-0.073, -0.333, -0.391], [0.166, 0.181, 0.411], [0.043, 0.000, -0.466], [-0.738, 0.038, -0.710], [-0.670, -1.342, 0.157], [0.273, 1.808, 0.564], [0.327, 0.224, 0.719], [-0.152, -1.179, 0.591], [0.945, 1.170, -1.524], [-0.555, -0.311, 1.838], [-0.793, 0.286, -1.175], [-0.634, -0.422, 0.670], [0.081, 0.238, -0.284], [-0.255, -0.330, 0.212], [0.043, 0.072, 0.351], [0.149, 0.241, -0.308], [0.015, 0.763, 0.103], [-0.476, 0.639, 0.004], [0.646, -0.920, 0.123], [0.534, -0.344, -0.733], [-0.386, -0.475, -0.416], [0.571, -0.003, -0.089], [0.015, 0.603, 0.039], [0.497, -0.772, -0.137], [-0.101, 0.413, -0.090], [0.664, -0.378, -0.301], [-0.132, -0.084, 0.363], [-0.469, 0.826, -1.002], [-0.170, -0.354, 1.826], [-0.012, 0.453, -1.042], [0.567, 0.386, 0.061], [-0.920, -0.306, -0.743], [0.600, 0.628, -0.106], [-1.953, 0.726, 0.360], [-0.329, -1.616, 1.528], [-0.238, 0.501, -1.066], [-0.583, -0.815, -0.211], [0.822, -0.180, -0.019], [0.380, -0.160, -0.430], [0.209, -0.008, -0.339], [0.034, 0.399, 0.631], [0.427, -0.581, -0.389], [0.069, 0.206, 0.447], [-0.224, 0.267, 0.167], [0.308, -0.082, 0.243], [0.240, -0.443, 0.567], [-0.112, 0.207, -0.449], [0.776, 0.579, 0.256], [0.065, -0.027, -0.383], [0.150, 0.050, 0.789], [0.309, -0.669, -0.671]], "charge": 1, "gap_ev": 3.7, "relative_energy_ev": 2.957, "e_tot_ha": -5107.96150, "lumo_ev": -5.948}